Entry 1:
Formula: C25H44O2P2Pb
Source: the OMol25 dataset
Level of theory: the ωB97M-V functional and the def2-TZVPD basis

Last column: Mulliken charge in e.
Cartesian coordinates (Å):
Pb -0.4956 1.9164 0.0818  0.88
C 0.2962 -2.4157 3.2013  0.82
C -0.9397 -1.7221 3.1192  0.89
C -1.2919 -3.8857 2.4243  0.31
C 0.0793 -3.7536 2.7743  0.51
C -1.9201 -2.6242 2.6261  0.59
C 1.5891 -1.8173 3.5744  -1.42
H 1.4603 -1.0978 4.3928  0.37
H 2.0302 -1.2795 2.7198  0.17
H 2.2978 -2.5898 3.8915  0.39
C 1.1169 -4.7964 2.6467  -1.51
H 1.8775 -4.6791 3.4284  0.42
H 1.6320 -4.7423 1.6734  0.28
H 0.6748 -5.7958 2.7337  0.40
C -1.9295 -5.0993 1.8743  -1.43
H -1.4534 -6.0003 2.2803  0.40
H -1.8452 -5.1459 0.7760  0.24
H -2.9963 -5.1232 2.1268  0.45
C -3.3225 -2.2743 2.3280  -1.54
H -3.7878 -1.7731 3.1899  0.42
H -3.9076 -3.1703 2.0914  0.38
H -3.3919 -1.5831 1.4702  0.27
C -1.1434 -0.3053 3.4681  -1.14
H -0.8889 -0.1254 4.5273  0.38
H -2.1904 -0.0122 3.3099  0.40
H -0.4981 0.3560 2.8598  -0.05
C 1.3306 1.7399 -0.9225  0.64
C 2.0927 2.8460 -0.3625  -1.28
C 1.6637 3.6893 0.7978  -1.21
C 0.5559 4.7027 0.3574  -0.93
C -0.7212 4.0203 -0.0957  -0.55
C -0.9337 3.3926 -1.3772  -0.59
C 0.1065 3.3128 -2.4815  -0.70
C 0.9695 2.0316 -2.3877  -0.21
H 2.5317 4.2620 1.1667  0.66
H 0.9555 5.3676 -0.4258  0.33
H 1.3140 3.0734 1.6498  0.22
H 1.8896 2.1626 -2.9790  0.46
H 1.7504 0.7343 -0.7686  0.83
H 2.3937 3.5357 -1.1687  0.54
H 0.4299 1.1913 -2.8448  -0.87
H -0.4228 3.3031 -3.4474  0.51
H -1.9729 3.3571 -1.7369  0.61
H 0.7524 4.2041 -2.4987  0.38
H 0.3171 5.3374 1.2243  0.45
H -1.6282 4.3682 0.4219  0.57
P 4.4246 2.7605 -0.2484  0.24
C 4.6084 1.2610 -1.2832  -0.82
C 4.4038 1.9231 1.3840  -0.57
P -2.7024 -0.3238 -4.6393  0.36
C -1.0340 -0.1046 -4.2028  -0.31
C -3.4354 -0.7403 -2.9971  -0.44
C -3.3064 1.4064 -4.8972  -0.63
H 4.0125 0.4192 -0.9094  0.13
H 5.6770 1.0052 -1.2852  0.44
H 4.3061 1.5061 -2.3093  0.27
H 3.5845 1.1950 1.4566  -0.15
H 4.2710 2.6948 2.1532  0.33
H 5.3739 1.4323 1.5373  0.41
H -2.5130 2.1209 -4.6422  0.10
H -4.2026 1.5820 -4.2866  0.32
H -3.5696 1.5090 -5.9598  0.37
H -0.6537 -0.6743 -3.3478  0.16
H -0.3071 0.2598 -4.9345  0.40
H -3.8589 -1.7525 -3.0779  0.39
H -4.2501 -0.0390 -2.7679  0.36
H -2.6569 -0.7122 -2.2121  -0.15
C -0.4137 -2.6094 -0.7681  -1.05
C -0.2953 -1.1583 -0.3725  0.75
O -1.0972 -0.3383 -0.9670  -0.71
O 0.5574 -0.8073 0.4929  -0.72
H 0.3212 -3.2162 -0.2329  0.13
H -0.2458 -2.7158 -1.8484  0.46
H -1.4240 -2.9756 -0.5448  0.18

Charge: +2
Orbital gap (spin up / spin down): 3.84 / 3.84 eV
Energy relative to the best compared isomer or geometry (same formula, charge and spin): 4.044 eV



Entry 2:
Formula: C25H45BCl4F8O5P
Source: the OMol25 dataset
Level of theory: the ωB97M-V functional and the def2-TZVPD basis

Last column: Mulliken charge in e.
Cartesian coordinates (Å):
C -6.5293 -3.6522 0.9136  -1.15
C -6.3002 -3.3243 -0.5650  -0.17
O -6.0424 -1.9341 -0.7836  -0.45
P -4.4502 -1.6034 -0.8905  1.01
O -3.7460 -2.1876 0.2562  -0.81
C -4.4083 0.1857 -1.0549  -0.91
C -3.1522 0.7188 -1.7633  -0.58
B -1.7264 0.6386 -0.9122  0.55
Cl -2.0288 0.7465 0.9711  -0.53
C -0.8443 1.9565 -1.3357  -1.53
C 0.6146 1.8988 -0.8616  1.09
C 0.8964 2.6406 0.4562  -0.72
C 1.4019 4.0889 0.2594  -1.01
C 2.7521 4.3877 0.9509  -0.41
C 2.5995 5.4457 2.0621  -0.91
C 3.8221 5.4508 3.0022  -0.91
C 3.6387 4.4830 4.1912  -0.47
C 4.3306 3.1171 3.9844  -0.27
C 4.7882 2.5456 5.3255  -0.96
O 3.7951 2.6571 6.3315  -0.39
C 2.6600 1.8333 6.1088  -0.74
C -0.9295 -0.7337 -1.3729  0.04
C -0.3397 -1.5514 -0.2550  -0.87
O 0.7477 -2.3764 -0.8053  0.11
C 1.4336 -3.0360 0.2196  -1.04
C 1.8950 -4.4126 -0.2371  0.94
F 3.1679 -4.4493 -0.7044  -0.32
F 1.8798 -5.2247 0.8758  -0.37
C 0.9240 -5.0763 -1.2481  0.60
F -0.3682 -4.8924 -0.8617  -0.25
F 1.1445 -6.4269 -1.1736  -0.37
C 1.1266 -4.6834 -2.7542  0.65
F 1.8888 -3.5876 -2.9108  -0.22
F 1.7842 -5.7065 -3.3634  -0.35
C -0.2190 -4.4810 -3.5160  0.09
F -0.5742 -3.1769 -3.4524  -0.19
F -0.0155 -4.8071 -4.8271  -0.31
O -3.9981 -2.2853 -2.2778  -0.20
C -4.7766 -1.9694 -3.4427  -0.44
C -3.8499 -1.5415 -4.5867  -1.02
H -5.8640 -4.4547 1.2200  0.29
H -7.5442 -4.0209 1.0522  0.33
H -6.3351 -2.7887 1.5371  0.30
H -5.4865 -3.9436 -0.9382  0.14
H -7.1784 -3.5884 -1.1510  0.48
H -5.2760 0.4103 -1.6907  0.54
H -4.6102 0.6518 -0.0971  0.46
H -3.3344 1.7759 -1.9763  0.42
H -3.0294 0.2104 -2.7169  0.10
H -0.8705 2.0677 -2.4251  0.34
H -1.3550 2.8345 -0.9259  0.34
H 0.9816 0.8729 -0.7850  -1.34
H 1.2375 2.3848 -1.6150  0.59
H 1.7147 2.1018 0.9433  0.25
H 0.0509 2.5979 1.1352  0.37
H 1.5022 4.3269 -0.7976  0.49
H 0.6589 4.7689 0.6763  0.46
H 3.4624 4.7631 0.2129  0.26
H 3.1880 3.4893 1.3855  0.28
H 1.6953 5.1769 2.6036  0.46
H 2.4950 6.4133 1.5745  0.40
H 3.9945 6.4646 3.3543  0.41
H 4.6630 5.0884 2.4139  0.36
H 2.5889 4.3315 4.4194  0.19
H 4.1271 4.9350 5.0547  0.45
H 5.1861 3.2421 3.3249  0.51
H 3.6104 2.4504 3.5120  0.04
H 5.6237 3.1475 5.6761  0.43
H 5.0811 1.4960 5.2356  0.42
H 2.7815 1.1911 5.2396  0.35
H 1.7800 2.4627 5.9940  0.25
H 2.5181 1.2031 6.9860  0.27
H -1.5403 -1.3851 -1.9944  -0.48
H -0.0854 -0.4296 -1.9990  0.15
H -1.0938 -2.2394 0.1276  0.43
H 0.1069 -0.9392 0.5267  0.41
H 0.7535 -3.2242 1.0526  0.40
H 2.2724 -2.4453 0.5985  0.33
H -1.0179 -5.1181 -3.1418  0.31
H -5.3376 -2.8524 -3.7448  0.49
H -5.5087 -1.1968 -3.2267  0.41
H -3.9247 -2.2178 -5.4319  0.30
H -4.0947 -0.5344 -4.9152  0.31
H -2.8324 -1.5021 -4.2108  0.13
C 4.3280 0.4164 -2.3517  -0.09
Cl 2.8360 -0.3917 -1.8903  0.05
Cl 4.5905 0.3106 -4.0988  -0.16
Cl 4.3490 2.1013 -1.8216  -0.12
H 5.1496 -0.0891 -1.8632  0.31

Charge: -1
Orbital gap: 7.58 eV



Entry 3:
Formula: C25H45ClIPZr
Source: the OMol25 dataset
Level of theory: the ωB97M-V functional and the def2-TZVPD basis

Last column: Mulliken charge in e.
Cartesian coordinates (Å):
Zr 0.0391 0.9048 3.7086  0.23
P 0.0507 0.3900 -0.1388  0.72
Cl 2.1543 0.9354 2.6346  -0.42
C -0.0441 2.9134 4.2556  -0.68
H 0.8766 3.5286 4.2818  0.22
H -0.9377 3.5247 4.4358  0.24
C 1.3689 -0.5962 -1.0909  0.23
C 0.1101 2.1847 -0.7495  0.25
C 2.7783 -0.0527 -0.8128  -0.24
H 1.2872 -1.5816 -0.5911  0.44
C 3.8448 -1.0296 -1.3265  -0.78
H 2.9141 0.9210 -1.3059  0.09
H 2.9088 0.1218 0.2627  -0.25
C 3.6504 -1.3921 -2.8029  -0.72
H 4.8375 -0.5913 -1.1769  0.41
H 3.8006 -1.9428 -0.7188  0.29
C 2.2110 -1.7898 -3.1494  -1.08
H 3.9443 -0.5353 -3.4234  0.33
H 4.3209 -2.2168 -3.0687  0.39
C 1.1599 -0.8262 -2.5889  -0.25
H 2.0893 -1.8480 -4.2379  0.39
H 2.0052 -2.7930 -2.7519  0.38
H 1.2303 0.1302 -3.1238  0.04
H 0.1629 -1.2337 -2.7931  0.02
C -1.5607 -0.2343 -0.9029  0.78
C 0.6819 2.3775 -2.1518  -0.42
H -0.9533 2.4822 -0.7522  0.79
C 0.5869 3.8465 -2.5840  -1.13
H 1.7350 2.0649 -2.1728  0.06
H 0.1491 1.7647 -2.8910  0.02
C 1.2383 4.8000 -1.5770  -0.74
H 1.0553 3.9601 -3.5697  0.39
H -0.4750 4.1046 -2.7000  0.38
C 0.7623 4.5598 -0.1416  -0.87
H 2.3280 4.6736 -1.6193  0.30
H 1.0279 5.8341 -1.8684  0.41
C 0.8378 3.0790 0.2629  0.04
H 1.3614 5.1604 0.5537  0.39
H -0.2794 4.8970 -0.0427  0.35
H 1.8900 2.7697 0.3491  0.34
H 0.4058 2.9552 1.2670  -0.20
C -1.6357 -1.7700 -0.8432  -0.55
H -2.2928 0.1537 -0.1660  -0.03
C -3.0384 -2.2614 -1.2179  -0.79
H -0.9011 -2.2121 -1.5323  0.29
H -1.3716 -2.1228 0.1660  -0.53
C -3.5325 -1.6873 -2.5509  -0.69
H -3.0352 -3.3562 -1.2649  0.41
H -3.7356 -1.9760 -0.4189  0.34
C -3.3662 -0.1674 -2.6622  -1.03
H -2.9860 -2.1690 -3.3729  0.30
H -4.5900 -1.9414 -2.6867  0.38
C -1.9691 0.3237 -2.2699  -0.47
H -3.5810 0.1572 -3.6873  0.39
H -4.0989 0.3266 -2.0101  0.39
H -1.2487 0.0155 -3.0412  0.07
H -1.9687 1.4221 -2.2585  0.20
C 0.6069 -2.3038 3.2181  -0.38
C 0.3766 -1.4065 4.1664  -0.19
H 1.5621 -2.2969 2.6836  0.39
C -1.0080 -1.2155 4.7789  -0.33
H 1.1886 -0.9063 4.7485  0.54
C -1.6567 -2.6029 5.0219  -0.98
H -0.9917 -0.6378 5.7120  0.48
H -1.7039 -0.6997 4.0525  0.02
C -1.6112 -3.4739 3.7639  -0.72
H -1.1060 -3.0531 5.8556  0.37
H -2.6888 -2.4760 5.3566  0.42
C -0.3128 -3.4386 2.9202  -0.47
H -1.7953 -4.5144 4.0533  0.28
H -2.4439 -3.2116 3.1038  0.32
H 0.2248 -4.3899 3.0819  0.48
H -0.5807 -3.4896 1.8479  0.17
I -2.2632 1.1611 2.2649  -0.22

Orbital gap (spin up / spin down): 6.87 / 6.87 eV
Energy relative to the best compared isomer or geometry (same formula, charge and spin): 0.000 eV



| no. | E (eV) |
| --- | --- |
| 1 | -54535.7561 |
| 2 | -118691.7359 |
| 3 | -57847.5391 |